1.
This record from the Open Molecules 2025 dataset describes an isolated molecule of C6H11BrO4. The level of theory is ωB97M-V/def2-TZVPD.

Each line ends with the natural charge from an NBO analysis.
Cartesian coordinates (Å):
C 0.961 -1.105 -3.091  -0.452
C 0.435 -0.357 -1.939  0.254
O 0.127 0.990 -2.267  -0.686
C 0.159 -1.087 -0.629  0.008
O 1.256 -1.699 0.102  -0.728
C -0.799 -0.287 0.349  0.039
O -1.062 -1.354 1.278  -0.741
C -0.063 0.831 1.023  0.027
O 0.954 0.504 1.886  -0.699
C -0.953 1.837 1.785  -0.439
Br 0.092 2.340 3.394  -0.012
H 1.169 -2.158 -2.975  0.212
H 0.934 -0.524 -4.046  0.219
H -0.634 1.266 -1.746  0.467
H -0.500 -1.948 -0.934  0.219
H 1.856 -1.027 0.556  0.506
H -1.732 -0.009 -0.131  0.194
H -0.292 -1.966 1.249  0.496
H 0.436 1.380 0.184  0.182
H 0.527 0.299 2.667  0.474
H -1.875 1.397 2.161  0.232
H -1.000 2.676 1.124  0.226

Summary:
DFT total energy: -84629.50508 eV
charge: 0
SMILES string: C=C(O)[C@@H](O)[C@@H](O)[C@H](O)CBr
energy relative to the best compared isomer or geometry (same formula, charge and spin): 48.3 kcal/mol
E_HOMO: -8.886 eV

2.
This record from the Open Molecules 2025 dataset describes an isolated molecule of C6H11Cl. The level of theory is ωB97M-V/def2-TZVPD.

Each line ends with the natural charge from an NBO analysis.
Cartesian coordinates (Å):
C 1.286 -1.077 0.953  -0.650
C 1.519 0.119 0.053  0.020
C 2.762 -0.050 -0.714  -0.637
C 0.689 1.122 -0.120  -0.214
C -0.579 1.339 0.664  -0.442
C -1.781 0.809 -0.148  -0.367
Cl -1.860 -0.950 -0.328  -0.064
H 2.241 -1.500 1.285  0.210
H 0.626 -0.879 1.771  0.216
H 0.896 -1.969 0.406  0.230
H 2.837 -1.096 -1.101  0.210
H 2.932 0.569 -1.619  0.217
H 3.661 -0.015 -0.069  0.218
H 0.871 1.784 -0.962  0.199
H -0.779 2.401 0.823  0.219
H -0.583 0.884 1.669  0.217
H -1.839 1.216 -1.178  0.212
H -2.623 1.175 0.418  0.207

Summary:
DFT total energy: -18922.28629 eV
charge: 0
SMILES string: CC(C)=CCCCl
energy relative to the best compared isomer or geometry (same formula, charge and spin): 6.3 kcal/mol
E_HOMO: -8.979 eV

3.
This record from the Open Molecules 2025 dataset describes a cluster of 2 separate species, C6H11Cl2OPS in total. The level of theory is ωB97M-V/def2-TZVPD.

Each line ends with the natural charge from an NBO analysis.
Cartesian coordinates (Å):
C 0.284 -1.190 3.073  -0.460
C 0.290 -0.014 2.414  -0.030
C 0.258 1.145 1.846  0.048
O 0.512 1.580 0.570  -0.516
C 0.364 0.709 -0.578  -0.087
C 0.130 1.496 -1.815  -0.411
C 0.999 2.756 -1.949  -0.622
H 1.213 -1.608 3.407  0.220
H -0.727 -1.595 3.142  0.231
H 0.464 1.990 2.404  0.202
H -0.586 0.142 -0.471  0.191
H 1.265 0.113 -0.668  0.182
H 0.499 0.837 -2.766  0.199
H -0.943 1.669 -2.102  0.209
H 0.620 3.525 -2.685  0.216
H 1.227 3.358 -0.956  0.223
H 1.919 2.340 -2.296  0.201
S -1.146 -3.635 1.205  -0.324
P -1.440 -3.036 -0.858  0.695
Cl -3.244 -2.060 -0.516  -0.292
Cl -2.124 -4.613 -1.705  -0.231
H 0.168 -3.908 1.303  0.157

Summary:
DFT total energy: -53614.54757 eV
charge: 0
SMILES string: C=C=COCCC.SP(Cl)Cl
energy relative to the best compared isomer or geometry (same formula, charge and spin): 32.8 kcal/mol
E_HOMO: -8.773 eV